# C28H44Cl14N4OS2

A 8-piece molecular cluster, C28H44Cl14N4OS2 overall in a non-equilibrium geometry (ωB97M-V with the def2-TZVPD basis set, OMol25).

Geometry as ORCA input:
```
! wB97M-V def2-TZVPD RIJCOSX def2/J DEFGRID3
* xyz 0 1
N 5.30 3.61 3.09
C 4.40 3.80 2.40
C 3.39 4.02 1.34
C 2.04 4.32 2.10
C 1.07 5.30 1.38
C -0.34 4.66 1.11
S -0.59 4.61 -0.69
C -2.10 3.73 -0.97
S -2.94 4.01 -2.32
N -2.49 2.81 0.04
C -1.75 1.73 0.44
C -2.56 1.15 1.36
N -3.72 1.84 1.56
C -3.65 2.84 0.73
C 3.17 2.76 0.43
C 2.65 3.30 -0.87
N 2.40 3.77 -1.90
C 4.42 1.97 0.10
C 4.02 0.45 0.03
C 3.19 -0.05 1.33
O 2.69 0.18 -0.16
H 3.61 4.93 0.78
H 2.36 4.84 3.02
H 1.55 3.40 2.44
H 1.54 5.64 0.45
H 0.92 6.17 2.03
H -1.10 5.31 1.56
H -0.41 3.68 1.57
H -0.78 1.43 0.06
H -2.32 0.23 1.90
H -4.37 3.62 0.53
H 2.34 2.20 0.87
H 4.80 2.11 -0.92
H 5.20 1.94 0.87
H 4.75 -0.25 -0.39
H 2.35 -0.77 1.40
H 3.94 -0.91 1.38
Cl -0.53 1.65 4.03
C 0.03 2.71 5.35
C -0.79 3.98 5.43
Cl -0.48 5.03 4.02
H 1.08 2.93 5.19
H -0.07 2.15 6.27
H -0.51 4.54 6.32
H -1.85 3.78 5.48
Cl -1.65 1.04 -3.32
C -0.65 0.83 -4.77
C -1.24 1.51 -5.98
Cl -2.74 0.72 -6.54
H -0.52 -0.24 -4.94
H 0.33 1.25 -4.55
H -0.53 1.46 -6.81
H -1.46 2.55 -5.78
Cl 5.49 -2.61 1.49
C 5.23 -4.37 1.47
C 3.83 -4.73 1.05
Cl 2.63 -4.26 2.28
H 5.47 -4.76 2.45
H 5.94 -4.79 0.75
H 3.74 -5.81 0.92
H 3.55 -4.25 0.12
Cl -2.32 2.24 7.56
C -2.44 0.47 7.44
C -3.81 0.02 7.00
Cl -5.05 0.33 8.25
H -2.17 0.05 8.40
H -1.70 0.14 6.71
H -3.81 -1.05 6.82
H -4.13 0.53 6.09
Cl 1.34 -5.05 -1.44
C 1.85 -6.48 -2.37
C 1.63 -7.77 -1.60
Cl 2.73 -7.90 -0.20
H 2.90 -6.36 -2.64
H 1.26 -6.50 -3.28
H 1.83 -8.62 -2.24
H 0.61 -7.85 -1.23
Cl -5.67 3.73 -4.63
C -5.75 1.95 -4.54
C -7.14 1.42 -4.76
Cl -8.24 1.84 -3.42
H -5.35 1.65 -3.57
H -5.08 1.56 -5.31
H -7.12 0.34 -4.82
H -7.57 1.81 -5.68
Cl -0.80 -8.02 -3.49
C -1.08 -7.77 -5.23
C -0.11 -8.56 -6.08
Cl 1.55 -7.93 -5.95
H -1.02 -6.71 -5.44
H -2.10 -8.10 -5.44
H -0.40 -8.48 -7.13
H -0.10 -9.61 -5.80
*
```

Its HOMO-LUMO gap is 8.37 eV. The strongest force on any atom is 3.74 eV/Å. The structure (SMILES) is N#C[C@H](CCCSC(=S)n1ccnc1)[C@@H](C#N)C[C@H]1CO1.ClCCCl.ClCCCl.ClCCCl.ClCCCl.ClCCCl.ClCCCl.ClCCCl. As for the calculated total energy: -234736.889 eV. The calculation puts the HOMO energy at -8.499 eV.

# C28H44Cl3CrGeNO3PSi

C28H44Cl3CrGeNO3PSi as an isolated structure (ωB97M-V with the def2-TZVPD basis set, OMol25).

Geometry as ORCA input:
```
! wB97M-V def2-TZVPD RIJCOSX def2/J DEFGRID3
* xyz 1 3
Cr -1.40 0.62 -0.62
O 1.72 -0.53 1.71
C 0.59 -0.35 1.38
O 0.15 -0.68 0.11
C -0.46 0.26 2.26
P -1.14 1.76 1.43
C 0.16 3.01 1.67
C -0.03 4.10 2.51
C 0.99 5.02 2.70
C 2.21 4.84 2.06
C 2.41 3.75 1.23
C 1.38 2.84 1.03
C -2.54 2.29 2.43
C -2.79 1.78 3.70
C -3.89 2.22 4.41
C -4.73 3.18 3.87
C -4.48 3.71 2.62
C -3.38 3.26 1.89
H -0.02 0.47 3.23
H -1.29 -0.44 2.36
H -0.98 4.24 3.02
H 0.84 5.87 3.35
H 3.01 5.56 2.22
H 3.36 3.60 0.74
H 1.54 2.00 0.36
H -2.14 1.03 4.14
H -4.10 1.81 5.40
H -5.60 3.52 4.43
H -5.13 4.45 2.19
H -3.20 3.65 0.90
C 1.57 3.12 -2.70
C 0.20 2.77 -2.22
N -0.81 3.59 -2.50
O 0.03 1.71 -1.58
H 1.63 4.12 -3.11
H 1.87 2.40 -3.46
H 2.26 3.03 -1.86
H -0.64 4.44 -3.02
H -1.75 3.36 -2.22
Cl -3.35 1.75 -1.42
Ge -3.65 -0.30 0.02
Cl -4.72 -1.57 -1.36
Cl -5.21 0.24 1.39
C 3.34 -0.68 -1.02
C 2.79 -2.10 -0.77
C 3.47 -2.66 0.49
C 3.25 -3.02 -1.92
Si 0.88 -2.11 -0.75
C 0.14 -1.87 -2.51
C 0.05 -3.23 -3.23
C 0.93 -0.91 -3.43
C -1.28 -1.30 -2.43
C 0.09 -3.55 0.21
C 0.37 -3.44 1.72
C -1.44 -3.57 0.05
C 0.65 -4.90 -0.27
H 4.43 -0.73 -1.03
H 3.05 0.00 -0.22
H 3.02 -0.27 -1.97
H 4.55 -2.64 0.32
H 3.20 -3.70 0.68
H 3.27 -2.08 1.39
H 4.34 -3.04 -1.93
H 2.93 -2.69 -2.90
H 2.92 -4.05 -1.78
H 1.01 -3.74 -3.30
H -0.31 -3.06 -4.25
H -0.66 -3.91 -2.75
H 1.90 -1.30 -3.72
H 1.07 0.06 -2.96
H 0.35 -0.77 -4.35
H -1.89 -1.72 -1.64
H -1.83 -1.47 -3.36
H -1.22 -0.19 -2.39
H -0.16 -2.60 2.18
H 1.43 -3.34 1.96
H 0.00 -4.34 2.21
H -1.89 -2.64 0.39
H -1.85 -4.37 0.68
H -1.77 -3.77 -0.96
H 1.71 -5.01 -0.06
H 0.50 -5.07 -1.34
H 0.13 -5.71 0.26
*
```

Its HOMO-LUMO gap (spin up / spin down) is 9.30 / 8.32 eV. The strongest force on any atom is 0.15 eV/Å. As for the calculated total energy: -177055.628 eV. The calculation puts the HOMO energy (spin up / spin down) at -11.896 / -10.905 eV.